Entry from OMol25: a molecular structure, C40H54N3O6P2STa at a distorted geometry (wB97M-V/def2-TZVPD).

Values from the calculation:
Strongest force on any atom ... 3.35 eV/A
LUMO energy ... -6.6 eV
Total charge ... +2

Geometry (Å):
Ta  -0.37930  -0.69353  -0.24139
O  -2.14436  -0.91170  3.11286
C  -1.04758  -0.54082  2.77988
O  -0.75325  -0.31592  1.49419
C  0.04543  -0.30390  3.74738
C  -0.33229  -0.01209  5.05999
C  0.62107  0.18819  6.03855
C  1.96421  0.02996  5.73040
C  2.34277  -0.27905  4.43525
C  1.40012  -0.40695  3.41350
P  2.04145  -0.76671  1.72109
C  2.92391  -2.32816  2.13615
C  2.10156  -3.40238  2.47355
C  2.64041  -4.63824  2.77667
C  4.01754  -4.80488  2.78643
C  4.83997  -3.72240  2.52259
C  4.30335  -2.49044  2.18657
C  3.41685  0.43046  1.61183
C  4.45808  0.15525  0.72235
C  5.57814  0.96836  0.69074
C  5.64680  2.09249  1.49930
C  4.58348  2.41006  2.32966
C  3.47455  1.58347  2.39452
H  -1.38540  0.06005  5.28805
H  0.31564  0.44286  7.03993
H  2.71459  0.15482  6.49754
H  3.39105  -0.41216  4.21467
H  1.03785  -3.22857  2.54086
H  1.99065  -5.46674  3.01777
H  4.44324  -5.76666  3.02461
H  5.91153  -3.83269  2.58026
H  4.97294  -1.66573  2.00150
H  4.39622  -0.70617  0.07054
H  6.40009  0.71382  0.04060
H  6.51936  2.72373  1.47603
H  4.61861  3.29899  2.93764
H  2.66750  1.82918  3.06872
N  -0.25596  -3.41127  0.24277
C  -0.93968  -4.28792  1.21394
C  -2.42978  -4.42699  0.92925
C  -3.21961  -3.20401  1.37617
N  -2.81884  -2.00719  0.63484
H  -0.61233  -3.65889  -0.67662
H  0.74049  -3.62639  0.23554
H  -0.82638  -3.87329  2.21665
H  -0.47520  -5.28013  1.19760
H  -2.80446  -5.28859  1.48104
H  -2.59926  -4.62328  -0.13076
H  -3.03620  -3.01950  2.43688
H  -4.28952  -3.41362  1.24558
H  -3.26584  -1.20612  1.07241
H  -3.13340  -2.08136  -0.32927
C  -7.23391  0.91804  -4.97288
C  -5.92596  0.64014  -4.32037
C  -4.72640  0.72902  -5.02460
C  -3.51406  0.47754  -4.40636
C  -3.50935  0.13242  -3.06466
C  -4.68734  0.03730  -2.33941
C  -5.88710  0.29429  -2.96882
S  -2.01049  -0.27095  -2.22038
O  -0.83702  0.27700  -2.87531
O  -2.12462  0.29636  -0.83884
N  -1.82947  -1.81281  -1.95609
C  -1.00572  -2.45187  -2.95201
C  0.43658  -1.94206  -2.77425
O  1.26444  -1.95651  -3.63514
O  0.63495  -1.49452  -1.54557
H  -7.17572  0.80558  -6.05031
H  -7.54570  1.93975  -4.75685
H  -8.00227  0.25555  -4.58441
H  -4.73979  0.98678  -6.07143
H  -2.58253  0.53681  -4.94879
H  -4.64552  -0.23131  -1.29506
H  -6.80637  0.21564  -2.41134
H  -1.32920  -2.23601  -3.97465
H  -1.03318  -3.53725  -2.81201
C  -0.34915  3.01575  -3.67618
C  -0.63093  3.22992  -2.18314
C  -2.12903  3.28113  -1.90680
P  0.31621  2.08846  -1.00310
C  0.34168  3.09274  0.60421
C  -0.87848  2.79760  1.47715
C  0.45406  4.60643  0.42837
C  2.02800  2.21171  -1.79552
C  2.47161  0.83784  -2.28412
C  3.10403  2.86298  -0.93720
H  -1.23145  3.29043  -4.24820
H  -0.11426  1.98473  -3.91369
H  0.45984  3.65034  -4.02651
H  -0.21014  4.20491  -1.91522
H  -2.59953  2.31355  -2.05625
H  -2.59336  3.98809  -2.59066
H  -2.33989  3.60968  -0.89387
H  1.23400  2.72975  1.12686
H  -1.80173  3.10126  0.99119
H  -0.80008  3.35640  2.40784
H  -0.95501  1.74352  1.71801
H  -0.49826  5.04137  0.14031
H  1.20530  4.90136  -0.29642
H  0.73104  5.05036  1.38159
H  1.88455  2.84537  -2.67156
H  2.61745  0.15898  -1.44326
H  3.41170  0.92254  -2.82442
H  1.74070  0.41420  -2.96924
H  3.24831  2.34521  0.00132
H  2.88255  3.90247  -0.72757
H  4.04523  2.83471  -1.48117

Atomic partial charges in e from the natural (NBO) method, atoms 1 to 2: atom 1 (Ta): 2.140, atom 2 (O): -0.524



Entry from OMol25: a molecular structure, C40H54N5O4PSi2Sn at a distorted geometry (wB97M-V/def2-TZVPD).

Values from the calculation:
Strongest force on any atom ... 3.76 eV/A
LUMO energy ... -0.3 eV
Total charge ... 0

Geometry (Å):
Sn  -0.18931  -0.74719  0.42626
C  2.20045  -2.67459  2.13137
C  2.07420  -1.87552  3.40612
C  2.84601  -0.55337  3.49324
C  0.57122  -1.73161  3.70150
C  0.24419  -1.22955  5.09879
O  -0.95421  -0.48532  4.91756
C  -1.07622  -0.19159  3.58559
N  -0.21901  -0.80010  2.84717
C  -2.24583  0.76063  3.36461
C  -2.74737  1.22450  4.60058
C  -3.82170  2.07996  4.72803
C  -4.47408  2.51561  3.59342
C  -4.01282  2.08059  2.36894
C  -2.91110  1.23293  2.20011
P  -2.61662  0.92162  0.37874
C  -2.71443  2.60159  -0.51945
C  -2.54121  4.01641  -0.10227
C  -2.66695  5.06627  -0.99239
C  -2.96469  4.91393  -2.33863
C  -3.22199  3.64073  -2.75278
C  -3.13634  2.59256  -1.84913
C  -4.31653  0.31327  -0.07455
C  -5.36170  1.08327  -0.58899
C  -6.59420  0.51353  -0.87491
C  -6.81523  -0.83582  -0.64207
C  -5.79353  -1.60544  -0.10957
C  -4.55702  -1.04303  0.17623
H  3.11897  -2.72294  1.57524
H  1.78865  -2.20975  1.29072
H  1.73242  -3.63721  2.30841
H  2.51118  -2.47246  4.21627
H  2.53651  0.25203  2.82598
H  3.91984  -0.71322  3.37733
H  2.68343  -0.15615  4.49613
H  0.11512  -2.71670  3.55185
H  1.00540  -0.56227  5.50761
H  0.04722  -2.02574  5.81371
H  -2.27191  0.89879  5.50722
H  -4.14293  2.38793  5.71436
H  -5.32952  3.17642  3.65048
H  -4.52979  2.41714  1.48070
H  -2.34256  4.32307  0.90236
H  -2.51816  6.06574  -0.59528
H  -3.03291  5.76472  -3.00341
H  -3.51116  3.42158  -3.77259
H  -3.39870  1.62352  -2.26698
H  -5.23883  2.14172  -0.76671
H  -7.38370  1.13492  -1.27996
H  -7.77708  -1.27903  -0.86964
H  -5.95011  -2.66023  0.08166
H  -3.73053  -1.63378  0.56605
C  -1.94295  -0.88504  -2.80104
Si  -0.19845  -0.49698  -2.23058
C  0.85930  -1.51266  -3.46917
C  0.31114  1.31212  -2.47700
C  0.37448  1.78307  -3.79817
C  0.70985  3.08907  -4.10855
C  0.99136  3.98051  -3.07928
C  0.92775  3.54043  -1.76945
C  0.59104  2.21819  -1.43412
Si  0.51810  1.89439  0.43562
C  2.13733  2.51278  1.21649
C  -0.67476  2.97979  1.40595
H  -2.08167  -0.70867  -3.87335
H  -2.71022  -0.33662  -2.25945
H  -2.11231  -1.94279  -2.58511
H  0.65568  -1.22357  -4.50431
H  0.62664  -2.57332  -3.35953
H  1.92396  -1.34101  -3.29124
H  0.14690  1.10140  -4.61265
H  0.74353  3.41423  -5.14159
H  1.24703  5.01052  -3.29658
H  1.13492  4.25376  -0.97625
H  2.23506  3.59468  1.07965
H  3.05309  2.06827  0.81958
H  2.10327  2.33115  2.29247
H  -0.36583  4.02619  1.28672
H  -0.53988  2.73495  2.46484
H  -1.68685  2.94980  1.16904
N  2.42723  -0.69764  0.33329
C  2.79534  -1.93823  -0.34383
C  4.19632  -2.46944  0.04726
C  5.43206  -1.91799  -0.69408
C  5.58487  -2.22169  -2.18588
N  5.53172  -3.66179  -2.44773
C  4.41474  -4.31198  -2.77809
N  3.40032  -3.70779  -3.38930
N  4.29721  -5.61242  -2.50801
C  1.48824  -3.22440  -0.42660
O  1.81956  -4.10852  -1.23152
O  0.46993  -3.12023  0.25646
H  2.72100  0.09049  -0.22646
H  2.66685  -0.61750  1.31682
H  2.83185  -1.64981  -1.39325
H  4.17439  -3.56021  -0.08028
H  4.47607  -2.31576  1.06875
H  6.31608  -2.32773  -0.19510
H  5.48027  -0.83191  -0.56731
H  6.55848  -1.86935  -2.52657
H  4.84506  -1.70683  -2.79232
H  6.33375  -4.20214  -2.16796
H  3.52872  -2.76006  -3.69918
H  2.48070  -3.87510  -2.94825
H  4.94035  -6.06488  -1.88343
H  3.40259  -6.05002  -2.66045
O  -1.87610  -1.64406  0.53501

Atomic partial charges in e from the Mulliken method, atoms 1 to 2: atom 1 (Sn): 1.387, atom 2 (C): 1.904



Entry from OMol25: a molecular structure, C40H55AsO3PPd (wB97M-V/def2-TZVPD).

Values from the calculation:
Strongest force on any atom ... 0.34 eV/A
LUMO energy ... 2.7 eV
Total charge ... -1

Geometry (Å):
Pd  0.09411  -1.12438  0.00473
C  -1.96466  2.27385  -0.87719
C  -0.53354  2.46476  -0.40723
C  -0.13264  3.92873  -0.38361
O  -0.40446  1.92591  0.93304
C  0.46164  1.61308  -1.26846
O  1.63914  2.01590  -1.32670
O  -0.03186  0.58451  -1.80094
H  -2.65422  2.84199  -0.23966
H  -2.22308  1.21640  -0.85250
H  -2.08561  2.61940  -1.90502
H  -0.79093  4.49089  0.28690
H  -0.20106  4.35989  -1.38503
H  0.89820  4.01458  -0.04767
H  -1.23318  2.10200  1.39051
C  -4.95999  -1.35477  3.55579
C  -3.78578  -0.62792  3.41325
C  -2.94988  -0.86724  2.32957
C  -3.28444  -1.82425  1.37892
C  -4.45772  -2.55516  1.53196
C  -5.29335  -2.32198  2.61547
As  -2.02026  -2.04904  -0.10873
C  -3.14834  -1.47854  -1.60944
C  -2.56906  -1.51779  -2.87600
C  -3.26611  -1.06496  -3.98344
C  -4.54635  -0.54364  -3.83567
C  -5.12177  -0.47862  -2.57706
C  -4.42434  -0.94638  -1.46691
C  -2.18520  -3.99043  -0.37482
C  -3.15699  -4.56495  -1.18989
C  -3.21050  -5.94347  -1.35573
C  -2.29082  -6.75837  -0.70889
C  -1.31302  -6.18932  0.09661
C  -1.25846  -4.81180  0.25664
H  -5.61166  -1.17372  4.40201
H  -3.51690  0.11970  4.14962
H  -2.01915  -0.31945  2.21069
H  -4.72008  -3.31642  0.80612
H  -6.20578  -2.89569  2.72809
H  -1.55249  -1.87929  -2.99036
H  -2.79942  -1.09324  -4.96035
H  -5.08661  -0.17432  -4.69913
H  -6.11306  -0.05935  -2.45263
H  -4.87833  -0.88507  -0.48668
H  -3.86582  -3.93190  -1.71160
H  -3.96703  -6.37998  -1.99718
H  -2.32848  -7.83262  -0.84232
H  -0.58305  -6.82134  0.58902
H  -0.47597  -4.35598  0.85491
C  3.75068  -5.42702  1.70072
C  3.35418  -4.40640  2.77923
C  2.60960  -3.20690  2.17437
C  3.12135  -2.89585  0.76546
C  2.72704  -4.06630  -0.15811
C  2.72260  -5.41961  0.57440
P  2.36559  -1.32560  0.13007
C  3.05471  -1.08215  -1.56980
C  2.26440  -1.79934  -2.67186
C  2.49855  -1.06283  -3.99728
C  3.95048  -0.56004  -4.12155
C  4.89266  -1.41874  -3.28061
C  4.56478  -1.26825  -1.78431
C  3.23475  0.04746  1.04268
C  2.39385  0.50367  2.24842
C  3.19104  1.50034  3.08350
C  4.40758  0.82362  3.74128
C  4.90299  -0.37496  2.91798
C  4.72329  -0.12274  1.42307
H  3.85170  -6.42347  2.13815
H  4.72922  -5.16882  1.28316
H  4.24763  -4.06273  3.30917
H  2.71533  -4.89007  3.52439
H  2.69008  -2.34241  2.83412
H  1.53683  -3.40969  2.09395
H  4.21304  -2.80730  0.79956
H  3.41111  -4.10673  -1.00943
H  1.72729  -3.87136  -0.56159
H  2.91434  -6.22866  -0.13419
H  1.73016  -5.61015  0.99779
H  2.81046  -0.02019  -1.70874
H  1.20080  -1.78084  -2.42908
H  2.57420  -2.84581  -2.75101
H  1.81220  -0.21428  -4.03207
H  2.25371  -1.72253  -4.83633
H  4.00952  0.47412  -3.76907
H  4.26673  -0.55382  -5.16794
H  5.93739  -1.15168  -3.46361
H  4.78276  -2.46608  -3.58192
H  5.09319  -0.39702  -1.38776
H  4.94490  -2.14056  -1.24114
H  3.15831  0.85304  0.30285
H  2.10051  -0.34683  2.87329
H  1.46924  0.94801  1.87743
H  2.56020  1.96542  3.84467
H  3.52468  2.30673  2.42257
H  4.14907  0.48810  4.74986
H  5.21671  1.55145  3.85417
H  4.34349  -1.27213  3.19728
H  5.95116  -0.58427  3.14788
H  5.19541  -0.92068  0.84835
H  5.26395  0.79391  1.16074

Atomic partial charges in e from the Mulliken method, atoms 1 to 2: atom 1 (Pd): -0.387, atom 2 (C): -1.739



Entry from OMol25: a molecular structure, C40H55BrF4FeNPSbSeSi3 (wB97M-V/def2-TZVPD).

Values from the calculation:
Strongest force on any atom ... 0.84 eV/A
LUMO energy (alpha / beta) ... -4.6 / -7.0 eV
Total charge ... +2
Spin multiplicity ... 6
<S²> ... 8.769

Geometry (Å):
Fe  0.15068  0.11221  0.57891
C  1.83509  2.05562  -2.41063
C  1.87461  1.78160  -0.93260
C  1.13706  2.58023  -0.04653
C  0.40229  3.79010  -0.56867
C  1.21237  2.35004  1.34610
C  0.63487  3.41435  2.24594
C  1.95455  1.24455  1.83658
C  2.08627  0.96409  3.31490
C  2.71933  0.47154  0.92864
C  3.63131  -0.62067  1.42502
C  2.73596  0.79478  -0.43629
C  3.70893  0.14953  -1.38227
H  2.52825  2.85652  -2.67660
H  0.84163  2.36146  -2.73138
H  2.11860  1.17721  -2.98489
H  -0.64745  3.57794  -0.77113
H  0.84992  4.15245  -1.48872
H  0.43092  4.60854  0.14373
H  1.22986  4.32341  2.13315
H  0.65144  3.15809  3.29506
H  -0.38865  3.67186  1.97783
H  3.08949  1.22153  3.65716
H  1.92678  -0.09144  3.53649
H  1.38318  1.52773  3.91595
H  3.48971  -1.54252  0.85892
H  3.48795  -0.84360  2.47546
H  4.67196  -0.31644  1.30280
H  4.41694  -0.49696  -0.87879
H  4.27149  0.92496  -1.90356
H  3.20276  -0.45278  -2.13787
F  -1.17324  -0.87075  7.72805
C  -1.04554  -1.12819  6.43568
C  -0.73244  -2.40719  6.00020
F  -0.56740  -3.38472  6.88022
C  -0.60878  -2.66811  4.63879
F  -0.37014  -3.93593  4.29485
C  -0.75576  -1.67263  3.68283
P  -0.64528  -1.92824  1.87362
C  -2.37648  -2.41160  1.59583
C  -2.86636  -3.64353  2.03257
C  -4.21826  -3.92327  1.93240
C  -5.09394  -2.97601  1.41542
C  -4.61420  -1.74710  0.99104
C  -3.25806  -1.47202  1.07715
C  0.37952  -3.39673  1.65250
C  1.61413  -3.45653  2.29702
C  2.42796  -4.56268  2.13574
C  2.01617  -5.61174  1.32447
C  0.80583  -5.53948  0.65451
C  -0.00867  -4.42723  0.80334
C  -1.10769  -0.40900  4.14987
Br  -1.51265  0.99990  2.95471
C  -1.24845  -0.12298  5.49467
F  -1.57900  1.09549  5.91046
H  -2.19792  -4.38203  2.45545
H  -4.59116  -4.87961  2.26918
H  -6.15041  -3.19639  1.35203
H  -5.29531  -1.00264  0.60193
H  -2.88717  -0.50970  0.74463
H  1.92705  -2.65227  2.95362
H  3.37611  -4.61338  2.65030
H  2.64401  -6.48274  1.21221
H  0.48959  -6.35210  0.01570
H  -0.94790  -4.37230  0.26913
Se  2.36822  -3.20524  -1.80161
C  1.27977  -1.96368  -1.25060
N  0.53066  -1.09589  -0.95803
C  -0.32695  -0.15528  -7.83922
Si  0.92457  -0.33735  -6.47911
C  2.07140  1.11338  -6.29418
C  1.77646  -1.98745  -6.43946
Sb  -0.44895  -0.45958  -4.23751
Si  -2.00511  -2.55635  -4.39605
C  -0.98180  -4.10228  -4.50077
C  -2.95270  -2.49762  -2.79542
C  -3.06468  -2.31246  -5.91455
Si  -2.06097  1.42913  -3.45676
C  -3.67511  1.09677  -4.32660
C  -2.25836  1.36668  -1.57629
C  -1.38627  3.09503  -3.96811
H  0.19763  -0.21942  -8.79500
H  -0.83634  0.80655  -7.80301
H  -1.07465  -0.94616  -7.81671
H  2.56399  1.31426  -7.24683
H  2.84538  0.90719  -5.55624
H  1.54161  2.01840  -6.00073
H  2.44560  -2.07586  -7.29659
H  1.06289  -2.80804  -6.49003
H  2.36953  -2.10823  -5.53321
H  -0.21111  -4.13505  -3.73485
H  -0.50135  -4.21029  -5.47187
H  -1.63716  -4.96362  -4.36077
H  -2.26876  -2.29028  -1.97410
H  -3.43258  -3.45543  -2.59290
H  -3.73212  -1.73854  -2.79706
H  -2.55432  -2.68400  -6.80238
H  -3.34052  -1.27414  -6.08739
H  -3.98646  -2.88600  -5.80110
H  -4.10900  0.13006  -4.08239
H  -3.55005  1.15158  -5.40792
H  -4.39068  1.86988  -4.04083
H  -3.05485  0.68081  -1.29422
H  -2.54266  2.36368  -1.23476
H  -1.34049  1.11324  -1.02468
H  -0.80896  3.03903  -4.89061
H  -0.76285  3.55600  -3.20418
H  -2.22880  3.76392  -4.15151

Atomic partial charges in e from the Mulliken method, atoms 1 to 2: atom 1 (Fe): 0.856, atom 2 (C): -1.712